(1)
C25H20I2MnN3O4Te as an isolated structure, computed with wB97M-V/def2-TZVPD.

Charge ... -1
Relative energy (zero: lowest compared OMol25 entry of this formula, charge and spin) ... 0.0 kcal per mole
Kohn-Sham gap (alpha / beta) ... 5.50 / 5.48 eV
Highest occupied orbital energy (alpha / beta) ... -3.40 / -3.38 eV
Calculated total energy ... -93728.0198 eV
LUMO level (alpha / beta) ... 0.077 / 0.077 Eh
Multiplicity ... 2

Atoms and positions in Å:
Mn: 0.0191 -0.1760 -0.1549
I: -1.3563 3.6166 3.1916
C: 0.1998 2.2256 3.2032
C: 1.0131 2.1039 4.3362
C: 2.0527 1.2126 4.3807
I: 3.2151 1.1082 6.1178
C: 2.3169 0.3702 3.2690
C: 3.3502 -0.5890 3.1732
C: 3.4733 -1.3535 2.0434
C: 2.5452 -1.2042 1.0000
N: 1.5800 -0.3138 1.0682
C: 1.4772 0.5002 2.1474
C: 0.4006 1.4579 2.0578
O: -0.2827 1.5071 0.9744
H: 0.8063 2.7365 5.1892
H: 4.0371 -0.7111 4.0003
H: 4.2628 -2.0857 1.9470
H: 2.5682 -1.8138 0.1047
C: -2.7232 -2.2950 2.5578
C: -1.8138 -2.0640 1.3674
O: -1.1722 -1.0068 1.3721
C: -1.7332 -3.0532 0.3169
C: -2.6186 -4.1535 0.3166
C: -2.5458 -5.1538 -0.6146
C: -1.5308 -5.0938 -1.5913
C: -0.6433 -4.0583 -1.6223
C: -0.7063 -2.9760 -0.6870
O: 0.1602 -2.0492 -0.7835
H: -2.5088 -1.5272 3.2971
H: -2.5843 -3.2839 2.9927
H: -3.7677 -2.2047 2.2517
H: -3.3899 -4.2008 1.0754
H: -3.2457 -5.9788 -0.5992
H: -1.4566 -5.8826 -2.3320
H: 0.1375 -3.9912 -2.3695
Te: 2.1620 -0.3565 -2.9515
N: -3.8993 0.5955 -1.7831
C: -2.7921 0.6663 -0.9677
N: -2.8826 1.4939 0.1044
O: -1.8007 -0.0116 -1.2347
H: -4.7929 0.8009 -1.3710
H: -3.8790 -0.1880 -2.4148
H: -3.5107 2.2765 0.0321
H: -1.9890 1.6788 0.5718
C: 1.0203 0.6090 -1.5904
C: 0.8686 2.0504 -1.8042
C: 1.5044 2.9630 -0.9543
C: 1.3412 4.3266 -1.1265
C: 0.5127 4.8159 -2.1288
C: -0.1376 3.9212 -2.9663
C: 0.0446 2.5550 -2.8149
H: 2.1334 2.5872 -0.1562
H: 1.8539 5.0134 -0.4631
H: 0.3760 5.8832 -2.2542
H: -0.7860 4.2891 -3.7534
H: -0.4457 1.8562 -3.4810

Cartesian forces (eV/Å) of the 6 atoms listed first:
-0.1032 0.1779 -0.2825
0.0279 -0.0423 -0.0077
-0.0487 0.1164 -0.2420
0.0663 0.0236 0.1136
-0.0566 0.0327 -0.0360
-0.0128 0.0069 -0.0191

(2)
C25H20N3OPtS6 as an isolated structure, computed with wB97M-V/def2-TZVPD.

Charge ... +1
Relative energy (zero: lowest compared OMol25 entry of this formula, charge and spin) ... 2.6 kcal per mole
Kohn-Sham gap (alpha / beta) ... 4.71 / 5.67 eV
Highest occupied orbital energy (alpha / beta) ... -8.29 / -11.21 eV
Calculated total energy ... -101018.3983 eV
LUMO level (alpha / beta) ... -0.132 / -0.203 Eh
Multiplicity ... 5

Atoms and positions in Å:
Pt: -0.7724 -0.1608 1.3845
C: -1.9893 3.5688 -0.4744
C: -2.0273 2.2798 0.0638
N: -0.9369 1.6608 0.4798
C: 0.2856 2.2750 0.3962
C: 0.4032 3.5523 -0.1830
C: -0.7812 4.1975 -0.6022
C: 1.6877 4.1199 -0.3409
C: 2.7909 3.3989 0.0224
C: 2.6783 2.1366 0.6248
C: 1.4389 1.5774 0.8837
N: 1.1517 0.3972 1.5556
C: 1.9127 -0.4751 2.2549
C: 3.3260 -0.3741 2.5218
C: 3.9578 -1.3732 3.2011
C: 3.2531 -2.4855 3.6873
C: 1.8535 -2.5918 3.5428
C: 1.0925 -3.6285 4.0943
C: -0.3077 -3.5972 3.9569
C: -0.9015 -2.5956 3.2539
N: -0.1640 -1.5999 2.6601
C: 1.1894 -1.5689 2.8165
H: -2.9091 4.0381 -0.7896
H: -2.9550 1.7298 0.1415
H: -0.7176 5.1914 -1.0254
H: 1.7814 5.1058 -0.7745
H: 3.7784 3.8037 -0.1505
H: 3.5835 1.6083 0.8602
H: 3.8905 0.4876 2.2204
H: 5.0209 -1.2987 3.3821
H: 3.7778 -3.2686 4.2173
H: 1.5823 -4.4253 4.6349
H: -0.9279 -4.3525 4.4172
H: -1.9722 -2.5228 3.1414
S: -4.7821 -6.0073 -0.3257
C: -3.8616 -4.7105 -0.0350
S: -2.1518 -4.6320 -0.3871
C: -1.8883 -2.9833 0.1098
C: -3.0068 -2.3284 0.6396
S: -3.0220 -0.7193 1.1909
S: -4.4717 -3.2389 0.6910
S: -0.3860 -2.2867 -0.1362
O: 0.5313 -0.7824 -2.4636
S: -0.3564 0.4172 -2.5303
C: -1.7061 0.0351 -3.6958
C: -1.6763 1.0905 -4.7941
C: -0.1958 1.3418 -5.0687
C: 0.4268 1.5807 -3.6993
H: -2.6448 -0.0135 -3.1465
H: -1.4493 -0.9573 -4.0693
H: -2.1504 2.0113 -4.4443
H: -2.2188 0.7568 -5.6780
H: -0.0344 2.1879 -5.7360
H: 0.2537 0.4603 -5.5292
H: 0.2231 2.5905 -3.3370
H: 1.4938 1.3772 -3.6305

Cartesian forces (eV/Å) of the 6 atoms listed first:
-0.0893 -0.4474 0.3366
0.0866 0.1011 -0.0547
0.2306 -0.1743 0.0371
-0.2166 0.0750 -0.0343
0.0488 0.1009 -0.1010
-0.0286 -0.0845 0.0313

(3)
C25H21Br4MoN2O12P2 as an isolated structure, computed with wB97M-V/def2-TZVPD.

Charge ... +1
Relative energy (zero: lowest compared OMol25 entry of this formula, charge and spin) ... 5.5 kcal per mole
Kohn-Sham gap (alpha / beta) ... 1.41 / 5.60 eV
Highest occupied orbital energy (alpha / beta) ... -11.54 / -11.54 eV
Calculated total energy ... -354421.5919 eV
LUMO level (alpha / beta) ... -0.372 / -0.218 Eh

Atoms and positions in Å:
Mo: 1.0934 -1.5118 0.0215
Br: 6.5926 2.4422 -1.3644
C: 5.4943 0.9951 -0.9199
C: 6.0494 -0.2983 -0.7430
Br: 7.8868 -0.5654 -0.9636
C: 5.2510 -1.3860 -0.4050
Br: 5.8669 -3.1244 -0.1296
C: 3.8906 -1.1523 -0.2624
O: 2.9593 -2.0505 0.0472
C: 3.3520 0.1163 -0.4451
O: 2.0247 0.0866 -0.2913
C: 4.1294 1.2146 -0.7670
Br: 3.2803 2.8700 -0.9560
O: -1.2056 -3.1275 -1.7186
P: 0.2214 -3.2964 -2.3915
O: 0.2389 -3.5142 -3.8190
O: 0.9916 -2.0280 -1.7994
O: 0.9301 -4.4925 -1.5454
P: 1.0191 -4.7045 0.0304
O: -0.2573 -5.5487 0.3430
O: 2.2882 -5.1318 0.5815
O: 0.6090 -3.1942 0.5312
H: -1.9081 -3.5578 -2.2287
H: -0.1168 -6.2322 1.0151
C: 2.9002 -0.9674 3.6361
C: 2.1271 0.3653 3.6987
C: 0.9456 0.1898 2.7404
O: 1.1625 -1.1140 2.1039
C: 1.8974 -1.9432 3.0659
H: 3.2635 -1.2896 4.6096
H: 3.7566 -0.8876 2.9653
H: 2.7570 1.1998 3.3989
H: 1.7635 0.5655 4.7044
H: 0.8939 0.9311 1.9471
H: -0.0162 0.1221 3.2463
H: 2.3192 -2.7873 2.5268
H: 1.1662 -2.2901 3.7965
O: -1.7409 -1.6456 1.6456
C: -1.7262 -0.8154 0.7802
N: -2.7259 -0.0313 0.3308
C: -2.3418 1.0288 -0.5884
C: -0.9133 0.5742 -0.9254
O: -0.2063 0.9580 -1.8038
N: -0.5598 -0.4785 -0.0199
C: -2.2793 2.3891 0.1302
C: -3.2297 2.6781 1.1043
C: -3.2339 3.9081 1.7419
C: -2.2860 4.8669 1.4106
C: -1.3436 4.5878 0.4341
C: -1.3386 3.3554 -0.2082
C: -3.2421 1.0908 -1.8195
C: -4.5066 0.5131 -1.7890
C: -5.3572 0.6205 -2.8807
C: -4.9493 1.3060 -4.0134
C: -3.6895 1.8867 -4.0464
C: -2.8407 1.7880 -2.9550
H: -3.6088 -0.0641 0.8111
H: -3.9896 1.9541 1.3723
H: -3.9828 4.1181 2.4938
H: -2.2907 5.8287 1.9054
H: -0.6072 5.3328 0.1622
H: -0.6038 3.1620 -0.9772
H: -4.8485 -0.0423 -0.9260
H: -6.3372 0.1638 -2.8426
H: -5.6103 1.3895 -4.8656
H: -3.3628 2.4230 -4.9274
H: -1.8653 2.2513 -2.9939

Cartesian forces (eV/Å) of the 6 atoms listed first:
-0.2682 0.4690 0.1608
0.0052 -0.0145 -0.0008
-0.0452 0.0538 0.0073
0.0139 -0.0245 0.0022
-0.0012 0.0021 0.0034
0.1021 0.0234 0.0105

(4)
The molecule C25H21BrF2N2O3, computed with wB97M-V/def2-TZVPD.

SMILES string ... COc1ccc(C(=O)c2ccc(N3CCN(C(=O)c4ccc(F)cc4)CC3)c(F)c2)cc1Br
Charge ... 0
Kohn-Sham gap ... 8.36 eV
Highest occupied orbital energy ... -8.28 eV
Calculated total energy ... -110866.1025 eV
LUMO level ... 0.003 Eh

Atoms and positions in Å:
C: -9.0540 -1.8299 -1.4163
O: -7.9300 -1.8880 -0.5713
C: -7.0262 -0.8882 -0.6104
C: -7.0818 0.2307 -1.4377
C: -6.0901 1.1906 -1.3766
C: -5.0055 1.0559 -0.5151
C: -3.9867 2.1364 -0.4693
O: -4.2946 3.2954 -0.6743
C: -2.5943 1.7460 -0.1671
C: -1.7420 2.6809 0.4199
C: -0.4280 2.3789 0.6931
C: 0.1267 1.1296 0.3726
N: 1.4265 0.8024 0.6754
C: 2.2853 0.1020 -0.2562
C: 3.1884 -0.8720 0.5072
N: 3.9412 -0.1396 1.4946
C: 5.2859 -0.0003 1.5450
O: 5.8413 0.6611 2.4010
C: 6.0671 -0.7230 0.4870
C: 6.8034 -1.8504 0.8305
C: 7.5871 -2.4889 -0.1135
C: 7.6335 -1.9743 -1.3966
F: 8.3935 -2.5920 -2.3228
C: 6.9249 -0.8428 -1.7590
C: 6.1400 -0.2182 -0.8068
C: 3.0981 0.5859 2.4172
C: 2.1840 1.5517 1.6538
C: -0.7532 0.2128 -0.2305
F: -0.3157 -1.0332 -0.5543
C: -2.0703 0.4973 -0.4994
C: -4.9463 -0.0537 0.3275
C: -5.9451 -0.9989 0.2739
Br: -5.8932 -2.5116 1.4192
H: -9.6659 -0.9474 -1.2066
H: -8.7615 -1.8319 -2.4707
H: -9.6286 -2.7284 -1.1988
H: -7.9020 0.3582 -2.1259
H: -6.1414 2.0637 -2.0090
H: -2.1359 3.6578 0.6554
H: 0.1974 3.1373 1.1356
H: 1.7017 -0.4404 -0.9944
H: 2.9183 0.8321 -0.7855
H: 3.8604 -1.3861 -0.1792
H: 2.5618 -1.6144 1.0155
H: 6.7611 -2.2251 1.8416
H: 8.1613 -3.3676 0.1334
H: 6.9954 -0.4648 -2.7666
H: 5.5896 0.6731 -1.0692
H: 3.7457 1.1330 3.1043
H: 2.4852 -0.1270 2.9796
H: 1.5061 2.0192 2.3669
H: 2.7967 2.3287 1.1732
H: -2.6720 -0.2582 -0.9804
H: -4.1432 -0.1646 1.0398

Cartesian forces (eV/Å) of the 6 atoms listed first:
-0.2455 0.0617 -0.2228
0.2822 0.1109 0.1183
0.1954 -0.0098 0.1675
-0.2066 -0.1719 -0.0186
0.2333 0.0080 0.1157
-0.4008 -0.0265 -0.0955

> The highest calculated total energy belongs to which entry?

C25H20I2MnN3O4Te

> charge of number 4 (C25H21BrF2N2O3)?

0

> Among the records above, which one has the lowest charge?

C25H20I2MnN3O4Te